A molecular structure, C12H15O8PSTl at a distorted geometry. Source: the OMol25 dataset; level of theory: wB97M-V/def2-TZVPD.

HOMO-LUMO gap ... 2.77 eV
M ... 554.67 g mol⁻¹
E_LUMO ... -15.91 eV
Strongest force on any atom ... 0.0392 hartree/bohr

Structure (ORCA input):
```
! wB97M-V def2-TZVPD RIJCOSX def2/J DEFGRID3
* xyz 3 1
C 0.81952 -2.57963 2.83587
S 1.01007 -2.01782 1.16438
O 1.83642 -0.82989 1.15640
O 1.46517 -3.04469 0.29969
C -0.56406 -1.39940 0.58762
C -0.67929 -0.94642 -0.66264
C 0.35941 -1.00720 -1.67729
C 0.87618 0.44729 -2.04246
C 2.36881 0.35567 -2.25660
C 3.18494 0.70310 -1.04879
O 2.42057 1.18018 -0.01069
C 3.19339 1.56851 1.13341
O 3.28249 2.72325 1.39714
C -2.03300 -0.32847 -1.04110
O -2.49877 -0.46165 -2.13129
C -2.71870 0.39316 0.06514
P -3.74301 1.91250 -0.34448
O -2.80521 3.12292 0.08672
O -5.02147 1.92546 0.59418
C -2.58413 -0.05190 1.27235
C -1.78942 -1.34398 1.47084
O -2.13094 -2.21051 2.21304
H 0.43446 -3.58310 2.80148
H 0.10916 -1.94705 3.33586
H 1.78924 -2.51416 3.30014
H -0.05538 -1.43599 -2.58200
H 1.16596 -1.65615 -1.38878
H 0.58209 1.18861 -1.31967
H 0.41853 0.72951 -2.97312
H 2.62039 0.93881 -3.14028
H 2.65088 -0.66756 -2.51949
H 3.84640 -0.09598 -0.69428
H 3.88046 1.51484 -1.36495
H 3.63790 0.75476 1.70581
H -2.68954 3.21944 1.04418
H -4.86179 2.35901 1.44698
H -3.01912 0.40013 2.14398
Tl -4.75861 2.68441 -2.85726
*
```



A single C12H15P molecule at a distorted geometry. Source: the OMol25 dataset; level of theory: wB97M-V/def2-TZVPD.

HOMO-LUMO gap ... 8.82 eV
Energy above the lowest of the compared OMol25 structures with the same formula, charge and spin ... 195.1 kJ/mol
M ... 190.23 g mol⁻¹
E_LUMO ... 0.73 eV
Strongest force on any atom ... 0.0729 hartree/bohr

Structure (ORCA input):
```
! wB97M-V def2-TZVPD RIJCOSX def2/J DEFGRID3
* xyz 0 1
C 2.47375 2.40771 -0.81335
C 2.26177 3.07795 -1.98020
C 1.64845 1.38730 -0.36753
C 1.28202 2.54357 -2.76948
C 0.54479 0.94917 -1.08247
C 0.49672 1.44880 -2.47413
C -0.49128 0.07286 -0.53358
C -1.11805 0.34579 0.81216
C -0.55411 -0.79328 0.81080
C -2.19959 1.26209 1.17117
C -1.22689 -2.96635 2.68152
C 0.24484 -3.34828 0.25286
P 0.26663 -2.22045 1.67236
H 3.20483 2.89465 -0.13742
H 2.83338 4.04903 -2.12717
H 1.66765 0.93959 0.65375
H 1.27232 2.92176 -3.73210
H -1.13386 -0.36153 -1.29763
H -0.43894 1.33628 -3.01500
H -2.46031 1.05285 2.25166
H -3.05384 0.88561 0.47666
H -1.88460 2.28356 0.94522
H -1.40782 -2.46220 3.65012
H -0.84819 -4.01569 2.85276
H -2.16153 -3.03219 2.15041
H 0.60726 -4.25719 0.55364
H 0.89029 -2.79429 -0.33231
H -0.71569 -3.60711 -0.27273
*
```



A single C12H15PS molecule at a distorted geometry. Source: the OMol25 dataset; level of theory: wB97M-V/def2-TZVPD.

HOMO-LUMO gap ... 7.15 eV
Energy above the lowest of the compared OMol25 structures with the same formula, charge and spin ... 256.7 kJ/mol
M ... 222.29 g mol⁻¹
E_LUMO ... -0.51 eV
Strongest force on any atom ... 0.0786 hartree/bohr

Structure (ORCA input):
```
! wB97M-V def2-TZVPD RIJCOSX def2/J DEFGRID3
* xyz 0 1
C 4.59768 0.32430 0.77232
C 4.02383 -0.97278 0.75871
C 4.06826 1.30281 -0.03773
C 3.03726 -1.23425 -0.11958
C 2.90101 1.03219 -0.76412
C 2.40308 -0.26784 -0.83968
C -1.53830 0.56359 -0.26644
C -1.84571 -0.59124 0.47673
C -0.37851 1.27409 -0.25913
C -0.78520 -1.43390 0.70470
C -2.61633 1.16792 -1.18203
C -3.15490 -1.24474 0.36937
P 0.96653 -0.53434 -1.88427
S 0.05060 -2.11164 -1.07194
H 5.34739 0.69826 1.55075
H 4.35025 -1.66309 1.45554
H 4.46958 2.22950 -0.19536
H 2.60034 -2.18164 -0.08498
H 2.42680 1.76967 -1.30446
H -0.34179 2.16335 -0.82417
H 0.37489 1.12070 0.37096
H 0.11895 -1.03332 1.02506
H -0.99004 -2.35125 1.35558
H -2.31633 1.97042 -1.77223
H -3.48583 1.40205 -0.69480
H -2.71440 0.19956 -1.65994
H -3.21236 -2.30293 0.78372
H -3.56206 -1.06550 -0.74301
H -3.79349 -0.72918 0.99557
*
```



A molecular structure, C12H16As2F12NO4PS2W at a distorted geometry. Source: the OMol25 dataset; level of theory: wB97M-V/def2-TZVPD.

HOMO-LUMO gap (alpha / beta) ... 8.95 / 5.60 eV
Energy above the lowest of the compared OMol25 structures with the same formula, charge and spin ... 63.7 kJ/mol
M ... 895.03 g mol⁻¹
E_LUMO (alpha / beta) ... -10.79 / -14.21 eV
Strongest force on any atom ... 0.0265 hartree/bohr
<S²> ... 3.7885

Structure (ORCA input):
```
! wB97M-V def2-TZVPD RIJCOSX def2/J DEFGRID3
* xyz 3 4
W 0.68461 0.36503 -0.90680
C 1.32356 -0.59459 2.70322
As 0.06640 0.40873 1.63799
C -0.33736 1.99438 2.65748
C -1.58964 -0.64348 1.74861
C -2.48255 -0.43767 2.75812
C -3.68214 -1.21375 2.81437
C -3.96760 -2.20233 1.82900
C -3.07839 -2.40164 0.81139
C -1.87492 -1.65242 0.76721
As -0.54936 -1.98022 -0.64438
C -1.58421 -2.63349 -2.13408
C 0.50970 -3.46542 -0.00157
H 0.84416 -0.83739 3.65082
H 2.19490 0.03301 2.88228
H 1.63136 -1.49952 2.18605
H -0.40946 1.69352 3.70294
H -1.26141 2.44783 2.31026
H 0.48095 2.70016 2.55579
H -2.32581 0.30884 3.52653
H -4.39252 -1.03636 3.61480
H -4.88303 -2.77664 1.89950
H -3.28876 -3.14075 0.04900
H -1.98193 -3.61930 -1.89546
H -0.91578 -2.73027 -2.98963
H -2.38200 -1.93319 -2.37200
H -0.09455 -4.10042 0.64408
H 1.39059 -3.10499 0.52325
H 0.81852 -4.03535 -0.87823
F 2.11570 -1.74798 -3.24417
C 2.16338 -0.47375 -3.48354
F 0.88942 0.04418 -3.14818
F 2.38569 -0.19315 -4.70866
S 3.49729 0.37727 -2.35776
O 1.97484 -0.64651 -0.42003
O 4.50675 0.68009 -3.33995
N 2.53090 1.57632 -1.76672
S 3.64752 2.66451 -0.99706
O 3.76640 3.85951 -1.72943
O 4.73770 1.81252 -0.65272
C 2.75762 3.09547 0.57244
F 2.87978 2.08331 1.44307
F 1.45070 3.24620 0.31014
F 3.25258 4.18857 1.06115
F -1.35646 0.46526 -1.39883
P -1.78841 2.40769 -1.61284
F -1.67111 2.05844 -3.11314
F -1.59458 2.34447 -0.03632
F -3.28097 2.06446 -1.50247
F 0.01615 2.25765 -1.61288
F -1.74423 3.92320 -1.71266
*
```